(1)
Computed, not measured: a molecular structure, C25H31BrCeF5N4O2S2SiTe at a distorted geometry, with ωB97M-V/def2-TZVPD.

Output
E_HOMO (spin up / spin down) (eV): -8.00 / -8.00
Energy above the lowest of the compared OMol25 structures with the same formula, charge and spin (eV): 0.685
LUMO level (spin up / spin down) (eV): -1.405 / -3.796
Spin multiplicity: 2

Atoms and positions in Å:
1 Ce -0.1583 0.7779 -0.8462
2 C -4.1087 4.4512 1.2300
3 C -3.8802 3.3222 0.2276
4 N -3.6740 2.0216 0.8674
5 C -4.8104 1.1000 0.8966
6 C -5.9855 1.6321 1.7078
7 C -2.4873 1.6364 1.3264
8 S -1.1050 2.6888 1.2389
9 N -2.3805 0.4742 1.9899
10 C -1.3304 -0.3074 1.9951
11 O -0.3262 -0.2256 1.2120
12 C -1.4153 -1.4292 2.9712
13 C -1.1205 -2.7250 2.5649
14 C -1.2200 -3.7722 3.4682
15 C -1.5861 -3.5245 4.7832
16 C -1.8609 -2.2264 5.1928
17 C -1.7905 -1.1809 4.2865
18 H -4.2460 5.3944 0.6997
19 H -3.2480 4.5480 1.8884
20 H -4.9951 4.2636 1.8363
21 H -3.0120 3.5458 -0.3888
22 H -4.7458 3.2198 -0.4281
23 H -4.4577 0.1652 1.3201
24 H -5.1185 0.9058 -0.1346
25 H -5.6768 1.8691 2.7267
26 H -6.7622 0.8684 1.7500
27 H -6.4229 2.5228 1.2552
28 H -0.8289 -2.9054 1.5373
29 H -1.0148 -4.7851 3.1456
30 H -1.6591 -4.3409 5.4901
31 H -2.1412 -2.0282 6.2194
32 H -2.0158 -0.1676 4.5921
33 C 5.2236 -1.8457 1.0037
34 Si 4.8231 -2.7824 -0.5767
35 C 5.0640 -4.6226 -0.2357
36 C 5.9076 -2.2247 -2.0145
37 C 3.0207 -2.6262 -1.1969
38 C 2.4634 -3.6650 -1.9446
39 C 1.1655 -3.5929 -2.4197
40 C 0.3921 -2.4819 -2.0904
41 N 0.8835 -1.4780 -1.3888
42 C 2.1806 -1.5106 -0.9971
43 S 2.7122 -0.0122 -0.3305
44 H 6.1372 -2.2450 1.4490
45 H 4.4220 -1.9443 1.7395
46 H 5.3692 -0.7830 0.8231
47 H 6.0439 -4.7982 0.2115
48 H 5.0094 -5.2259 -1.1441
49 H 4.3097 -4.9932 0.4617
50 H 6.9632 -2.3912 -1.7904
51 H 5.7710 -1.1604 -2.2166
52 H 5.6697 -2.7732 -2.9279
53 H 3.0605 -4.5448 -2.1546
54 H 0.7438 -4.3786 -3.0298
55 H -0.6397 -2.3862 -2.4134
56 F -1.8028 1.6233 -4.5328
57 Te -2.4611 0.6434 -2.7373
58 F -4.3186 -0.1641 -2.6024
59 F -2.2173 -0.9272 -3.8011
60 F -1.3208 2.4568 -1.6775
61 F -0.2551 0.4503 -2.9749
62 O -2.0612 -0.1431 -1.1305
63 Br 2.1564 3.1615 0.9534
64 C 2.0817 3.6182 -0.8875
65 C 2.6846 4.7816 -1.3234
66 C 2.6169 5.0685 -2.6775
67 C 1.9639 4.1834 -3.5205
68 C 1.3897 3.0474 -2.9816
69 N 1.4417 2.7611 -1.6718
70 H 3.1862 5.4296 -0.6206
71 H 3.0683 5.9724 -3.0641
72 H 1.8865 4.3689 -4.5817
73 H 0.8490 2.3453 -3.6070

Löwdin population analysis, charges in e, atoms 1 to 8: Ce 0.664; C -0.074; C -0.226; N -0.089; C -0.184; C -0.072; C -0.692; S 0.693



(2)
Computed, not measured: a single C4H7FO molecule at a distorted geometry, with ωB97M-V/def2-TZVPD.

Output
E_HOMO (eV): -9.83
Energy above the lowest of the compared OMol25 structures with the same formula, charge and spin (eV): 0.452
LUMO level (eV): 0.883

Atoms and positions in Å:
1 C 0.2411 -1.2660 -1.2477
2 C 0.7080 0.0189 -0.6885
3 C 0.5039 0.3434 0.7902
4 C -0.8827 0.8745 1.0719
5 H 0.9340 -1.4804 -2.0593
6 H -0.6764 -0.9593 -1.7881
7 H -0.0108 -2.0832 -0.5132
8 H 1.1117 1.2260 0.9537
9 H 0.7890 -0.4848 1.5026
10 H -0.9819 1.8632 0.6010
11 H -0.9675 0.9795 2.2575
12 O 1.1091 0.9239 -1.4273
13 F -1.8775 0.0441 0.5471

Löwdin population analysis, charges in e, atoms 1 to 8: C -0.024; C -0.452; C -0.134; C -0.207; H 0.088; H 0.104; H 0.106; H 0.114



(3)
Computed, not measured: a single C21H25NO6 molecule at a distorted geometry, with ωB97M-V/def2-TZVPD.

Output
E_HOMO (eV): -8.28
Energy above the lowest of the compared OMol25 structures with the same formula, charge and spin (eV): 23.600
LUMO level (eV): 0.227

Atoms and positions in Å:
1 C 2.2682 5.3267 -2.8173
2 C 1.2019 4.9688 -2.2067
3 C 0.0981 4.4961 -1.4482
4 N 0.0568 3.2142 -1.2711
5 C 0.0526 2.7518 -0.1742
6 O 0.2146 3.4972 0.9968
7 C 0.3407 1.4391 0.0815
8 C 0.5134 0.5155 1.0218
9 C 0.7111 -0.9376 1.1003
10 C -0.6081 -1.5916 1.7877
11 C -0.2473 -2.9799 2.2670
12 C -1.4135 -3.6369 2.6310
13 C -2.9099 -2.8850 2.6595
14 C -2.7925 -1.6865 2.3634
15 C -1.8116 -0.9730 1.6993
16 H -1.8364 0.1954 1.5429
17 O -4.2874 -1.1147 2.4789
18 C -4.8501 -2.2190 3.0459
19 O -3.9588 -3.5481 3.2099
20 H -5.2144 -1.9735 4.0581
21 H -5.6500 -2.6335 2.2131
22 H -1.2555 -4.5280 3.2128
23 H 0.6259 -3.4328 2.2876
24 H 1.6381 -1.0583 1.9996
25 C 1.0859 -1.7012 -0.3824
26 C 2.4746 -1.5663 -0.4751
27 C 3.0414 -0.0132 -0.5842
28 C 4.7817 -0.4018 -0.7968
29 O 5.3681 1.1065 -0.9276
30 H 5.0931 1.5767 -0.1478
31 H 4.9439 -0.9136 -1.7548
32 H 5.1287 -0.8282 -0.1033
33 H 2.7758 0.4353 -1.3326
34 H 2.9394 0.4980 0.3291
35 H 2.6293 -1.9301 -1.4890
36 H 3.1448 -2.2441 0.3308
37 C 0.1288 -0.8622 -1.3992
38 O -1.0653 -1.0803 -0.8516
39 C -2.0276 -0.7621 -2.0519
40 C -2.6048 0.5674 -1.6336
41 H -3.6214 0.8364 -2.2608
42 H -3.0850 0.5547 -0.5604
43 H -2.0605 1.4709 -1.6409
44 H -1.6398 -0.5029 -3.0504
45 H -2.7050 -1.5722 -2.2414
46 O 0.1627 0.5755 -1.1947
47 H 0.4072 -1.0065 -2.2127
48 H 0.4828 -2.4979 -0.1427
49 H 0.5418 1.0105 1.9887
50 H 0.3612 2.6791 -2.0671
51 H 0.1582 5.0813 -0.5503
52 H -0.7662 4.9009 -2.0767
53 H 3.0405 5.3831 -3.4602

Löwdin population analysis, charges in e, atoms 1 to 8: C 0.162; C -0.073; C -0.268; N 0.093; C -0.399; O -0.060; C -0.064; C -0.052



(4)
Computed, not measured: a molecular structure, C14H42B2F8KO7 at a distorted geometry, with ωB97M-V/def2-TZVPD.

Output
E_HOMO (eV): -6.76
Energy above the lowest of the compared OMol25 structures with the same formula, charge and spin (eV): 0.000
LUMO level (eV): 1.694
Total charge: -1

Atoms and positions in Å:
1 K 2.8237 1.9000 1.9714
2 B 0.4152 1.1367 -0.8797
3 F 0.4083 2.5248 -0.8718
4 F 0.9229 0.6648 0.3523
5 F -0.8904 0.6093 -1.0760
6 F 1.2248 0.6654 -1.9417
7 B 0.6526 1.0312 4.4837
8 F 0.8996 2.1506 5.3122
9 F -0.3104 0.1696 5.0238
10 F 0.2127 1.4079 3.2036
11 F 1.9152 0.3484 4.4104
12 C -1.2807 5.0356 2.1634
13 C -0.1462 4.3927 1.3948
14 O 1.1622 4.8207 1.8280
15 H -2.2092 4.7794 1.6500
16 H -1.1646 6.1204 2.2448
17 H -1.3887 4.6718 3.1902
18 H -0.2444 4.6529 0.3443
19 H -0.2016 3.3078 1.4891
20 H 1.1279 4.8555 2.7899
21 C -0.0991 -2.9984 3.1721
22 C -0.1114 -2.4748 1.7514
23 O -0.6094 -1.1680 1.8127
24 H 0.1554 -4.0641 3.2221
25 H -1.0953 -2.9277 3.6107
26 H 0.6107 -2.4062 3.7448
27 H -0.6747 -3.1040 1.0433
28 H 0.9197 -2.5073 1.3614
29 H -0.2727 -0.6420 1.0774
30 C -2.1540 -2.4455 -1.3989
31 C -3.4817 -3.0270 -0.9527
32 O -4.3900 -1.9643 -0.6276
33 H -1.7198 -1.7855 -0.6523
34 H -2.2987 -1.8948 -2.3310
35 H -1.4318 -3.2521 -1.5763
36 H -3.3017 -3.5991 -0.0336
37 H -3.9427 -3.6807 -1.6889
38 H -4.2868 -1.7332 0.2999
39 C 2.9102 -1.4936 -3.7939
40 C 3.4386 -1.3973 -2.3676
41 O 2.4548 -1.7659 -1.3940
42 H 1.8227 -1.4512 -3.7438
43 H 3.2333 -2.4214 -4.2617
44 H 3.2441 -0.6661 -4.4199
45 H 3.8548 -0.4176 -2.1080
46 H 4.2535 -2.1091 -2.2113
47 H 1.6759 -1.2104 -1.5262
48 C -4.9660 1.2158 0.4838
49 C -3.7306 2.0570 0.7700
50 O -2.6345 1.2411 1.1503
51 H -5.7826 1.8439 0.1085
52 H -5.2903 0.7186 1.3984
53 H -4.7861 0.4822 -0.3024
54 H -3.9790 2.7697 1.5631
55 H -3.4328 2.6370 -0.1121
56 H -2.0689 1.1719 0.3745
57 C 5.1557 -2.2031 1.3936
58 C 3.8108 -1.6480 1.8043
59 O 3.4161 -0.5480 0.9973
60 H 5.0974 -2.7154 0.4319
61 H 5.4555 -2.9882 2.0990
62 H 5.9080 -1.4178 1.4172
63 H 3.8382 -1.2649 2.8269
64 H 3.0326 -2.4160 1.8006
65 H 3.2140 -0.8466 0.0955
66 C 0.2219 0.9123 -5.0763
67 C -0.9873 0.1659 -4.5708
68 O -1.8448 0.9984 -3.7899
69 H 0.7324 0.2738 -5.8170
70 H 0.9417 1.1279 -4.2932
71 H -0.0728 1.7975 -5.6393
72 H -0.6859 -0.6914 -3.9558
73 H -1.5926 -0.2274 -5.3893
74 H -1.6026 0.9160 -2.8594

Löwdin population analysis, charges in e, atoms 1 to 8: K 0.913; B -1.229; F 0.148; F 0.075; F 0.099; F 0.110; B -1.255; F 0.074



(5)
Computed, not measured: 2 unconnected molecules or ions with the total composition C2H12N4 at a distorted geometry, with ωB97M-V/def2-TZVPD.

Output
E_HOMO (eV): -9.11
Energy above the lowest of the compared OMol25 structures with the same formula, charge and spin (eV): 0.444
LUMO level (eV): 0.859

Atoms and positions in Å:
1 N -2.4729 0.8011 0.1671
2 C -1.5573 1.7248 0.8758
3 N -0.8850 2.5810 -0.1013
4 H -3.0786 0.4908 0.9164
5 H -3.1152 1.3435 -0.4230
6 H -0.9108 1.0527 1.4429
7 H -2.1026 2.4565 1.4729
8 H -0.3125 2.0243 -0.7230
9 H -0.3565 3.3193 0.3577
10 N 1.1832 -2.0903 0.6843
11 C 1.1909 -1.8014 -0.7085
12 N 2.5507 -1.3090 -1.1317
13 H 1.4014 -1.4000 1.3937
14 H 0.3989 -2.6687 0.9584
15 H 0.5049 -1.0304 -1.0775
16 H 1.0259 -2.7063 -1.2890
17 H 3.1803 -2.0514 -0.8309
18 H 2.7313 -0.5739 -0.4533

Löwdin population analysis, charges in e, atoms 1 to 8: N -0.024; C -0.385; N -0.014; H 0.049; H 0.065; H 0.093; H 0.100; H 0.055



(6)
Computed, not measured: a molecular structure, C5H8O2, with ωB97M-V/def2-TZVPD.

Output
E_HOMO (eV): -9.68
Energy above the lowest of the compared OMol25 structures with the same formula, charge and spin (eV): 1.819
LUMO level (eV): 0.936

Atoms and positions in Å:
1 O 2.0817 -0.8127 -0.4217
2 C 0.9725 -0.3242 0.2943
3 C 0.5971 1.1066 -0.1544
4 C -0.8782 0.8465 -0.5011
5 C -1.3950 -0.0675 0.6240
6 C -0.3780 -0.9706 -0.0894
7 O -0.7355 -0.3270 -1.3395
8 H 2.1383 -1.7652 -0.3034
9 H 1.1900 -0.3439 1.3753
10 H 0.7608 1.8734 0.6039
11 H 1.1518 1.3375 -1.0654
12 H -1.4783 1.6499 -0.9340
13 H -1.2234 0.2273 1.6632
14 H -2.4227 -0.3993 0.4673
15 H -0.4336 -2.0564 -0.1600

Löwdin population analysis, charges in e, atoms 1 to 8: O -0.012; C -0.332; C -0.066; C -0.272; C -0.040; C -0.242; O -0.052; H 0.093



(7)
Computed, not measured: 2 unconnected molecules or ions with the total composition C4H6BrNO at a distorted geometry, with ωB97M-V/def2-TZVPD.

Output
E_HOMO (spin up / spin down) (eV): -9.66 / -9.31
Energy above the lowest of the compared OMol25 structures with the same formula, charge and spin (eV): 3.304
LUMO level (spin up / spin down) (eV): -0.224 / -2.161

Atoms and positions in Å:
1 C 0.6476 0.3913 -0.1122
2 C -3.1439 0.6237 -0.4660
3 C 0.3950 -0.9069 -0.8952
4 C 1.7885 0.3678 0.9629
5 N 0.1410 1.4404 -0.4504
6 O -3.7421 1.5935 -0.2198
7 Br -3.1728 -0.9846 0.7645
8 H -0.5549 -1.2736 -0.5608
9 H 1.1310 -1.6670 -0.5808
10 H 0.3229 -0.8587 -2.0894
11 H 2.6966 0.7825 0.5585
12 H 1.4395 1.1457 1.7369
13 H 2.0515 -0.6541 1.3519

Löwdin population analysis, charges in e, atoms 1 to 8: C -0.540; C -0.509; C -0.067; C -0.050; N 0.206; O 0.009; Br 0.526; H -0.005



(8)
Computed, not measured: a molecular structure, C48H34Cl2N11O4PbSe2, with ωB97M-V/def2-TZVPD.

Output
E_HOMO (eV): -10.00
Energy above the lowest of the compared OMol25 structures with the same formula, charge and spin (eV): 0.775
LUMO level (eV): -3.722
Total charge: +1

Atoms and positions in Å:
1 Pb -0.0632 -1.7782 0.4237
2 C 0.4916 -4.4452 4.3801
3 C 0.2715 -4.0225 3.0769
4 N 0.7482 -2.8625 2.6400
5 C 1.4866 -2.1264 3.4775
6 C 1.6688 -2.5579 4.7893
7 N 1.1686 -3.6996 5.2413
8 C 2.1640 -0.9147 2.9305
9 C 2.9108 -0.0738 3.7385
10 C 3.6103 0.9811 3.1611
11 C 3.5372 1.1283 1.7838
12 C 2.7482 0.2624 1.0339
13 N 2.0578 -0.7211 1.6130
14 C 2.6723 0.3639 -0.4511
15 C 3.5273 1.1909 -1.1691
16 N 3.5193 1.2461 -2.4959
17 C 2.6455 0.4709 -3.1176
18 C 1.7643 -0.3474 -2.4160
19 N 1.7799 -0.3998 -1.0916
20 C 4.4312 1.8989 3.9843
21 C 5.1257 1.4391 5.0970
22 C 5.8949 2.3362 5.8225
23 N 6.0058 3.6242 5.5149
24 C 5.3375 4.0604 4.4521
25 C 4.5435 3.2458 3.6596
26 H 0.1079 -5.3941 4.7313
27 H -0.3017 -4.6199 2.3794
28 H 2.2378 -1.9774 5.5016
29 H 2.9477 -0.2135 4.8076
30 H 4.1077 1.9093 1.3075
31 H 4.2480 1.8307 -0.6797
32 H 2.6435 0.4977 -4.1994
33 H 1.0472 -0.9705 -2.9358
34 H 5.1028 0.3958 5.3824
35 H 6.4527 2.0014 6.6887
36 H 5.4413 5.1139 4.2217
37 H 4.0019 3.6689 2.8237
38 C 2.3197 -2.1388 -6.4691
39 O 2.4558 -0.7351 -6.6489
40 C 1.3787 0.0445 -6.3865
41 C 1.4867 1.3888 -6.7537
42 C 0.4189 2.2396 -6.5731
43 C -0.7446 1.7914 -5.9469
44 C -0.8410 0.4609 -5.5643
45 C 0.2050 -0.4192 -5.8021
46 N -1.8410 2.7155 -5.8657
47 N -2.6056 2.7746 -4.8919
48 C -2.3073 2.1771 -3.6255
49 C -3.2446 1.3735 -3.0320
50 C -3.0482 0.8719 -1.7355
51 C -1.9123 1.1756 -1.0348
52 O -1.7877 0.5724 0.1949
53 C -0.9258 2.0191 -1.6041
54 N 0.1975 2.2858 -0.8865
55 C 1.0498 3.1507 -1.3680
56 C 0.8754 3.8211 -2.5947
57 C -0.2169 3.5197 -3.3511
58 C -1.1510 2.5622 -2.8915
59 H 3.2418 -2.5790 -6.8365
60 H 1.4777 -2.5271 -7.0462
61 H 2.1891 -2.4015 -5.4157
62 H 2.4059 1.7263 -7.2123
63 H 0.4743 3.2725 -6.8925
64 H -1.7529 0.0889 -5.1240
65 H 0.0852 -1.4608 -5.5455
66 H -4.1341 1.1063 -3.5877
67 H -3.7947 0.2401 -1.2721
68 H 1.9239 3.3547 -0.7586
69 H 1.5964 4.5575 -2.9195
70 H -0.3904 4.0329 -4.2871
71 Se -2.3654 -4.9208 0.5052
72 N -2.3347 -3.1937 0.9694
73 C -3.4184 -2.9688 1.7012
74 C -3.8000 -1.6953 2.2202
75 C -4.9374 -1.6079 2.9520
76 C -5.7605 -2.7535 3.2132
77 C -5.4428 -3.9778 2.7280
78 C -4.2529 -4.1175 1.9484
79 N -3.8285 -5.2507 1.4110
80 H -3.1969 -0.8224 2.0017
81 H -5.2398 -0.6449 3.3440
82 H -6.6584 -2.6257 3.8022
83 H -6.0597 -4.8469 2.9060
84 Cl -2.3066 -4.5579 -3.0937
85 C -1.0267 -3.3637 -3.2707
86 Cl -1.6991 -1.7072 -3.0820
87 C 0.1258 -3.4339 -2.2494
88 O 1.2237 -3.1408 -2.6926
89 O -0.1896 -3.6549 -1.0274
90 H -0.6288 -3.4490 -4.2754
91 Se -0.8382 1.1899 1.6223
92 C -2.3173 1.4759 2.7920
93 C -3.3058 2.3841 2.4241
94 C -4.3353 2.6600 3.3089
95 C -4.3592 2.0578 4.5619
96 C -3.3673 1.1595 4.9243
97 C -2.3441 0.8580 4.0352
98 H -3.2716 2.8641 1.4544
99 H -5.1071 3.3646 3.0299
100 H -5.1510 2.2972 5.2587
101 H -3.3942 0.6802 5.8937
102 H -1.5802 0.1388 4.3044

Löwdin population analysis, charges in e, atoms 1 to 8: Pb 1.497; C -0.077; C -0.088; N 0.024; C -0.183; C -0.047; N 0.114; C -0.207